Entry 1:
The following is a DFT calculation (wB97M-V/def2-TZVPD) of a cluster of 2 separate species, C5H12N2 in total.

* SMILES: [H]/N=C/N.C=C(C)C
* total charge: 0

XYZ file:
```
19
C5H12N2 wB97M-V/def2-TZVPD
N 3.04 0.54 0.67
C 2.56 1.75 1.06
N 1.43 2.17 0.64
H 3.74 0.03 1.17
H 2.54 0.02 -0.04
H 3.21 2.28 1.75
H 1.22 3.05 1.10
C -1.38 -1.03 -1.91
C -1.66 -0.74 -0.46
C -2.66 0.05 -0.09
C -0.67 -1.28 0.53
H -0.38 -0.70 -2.20
H -2.09 -0.53 -2.57
H -1.45 -2.11 -2.09
H -2.95 0.23 0.94
H -3.29 0.55 -0.81
H -0.96 -1.09 1.56
H 0.30 -0.83 0.31
H -0.54 -2.36 0.44
```

=====

Entry 2:
The following is a DFT calculation (wB97M-V/def2-TZVPD) of a cluster of 2 separate species, C2H4N4 in total.

* total charge: 0

XYZ file:
```
10
C2H4N4 wB97M-V/def2-TZVPD
N -0.21 -1.98 -0.08
C 0.32 -0.72 -0.06
C 1.17 0.17 0.00
N 0.00 2.00 0.08
N -1.11 1.42 0.17
N -1.55 0.35 0.05
H 0.38 -2.68 -0.50
H -1.17 -2.04 -0.37
H 2.10 0.70 -0.03
H 0.08 2.77 0.74
```

=====

Entry 3:
The following is a DFT calculation (wB97M-V/def2-TZVPD) of a cluster of 7 separate species, C12H19Cl18NO4S in total.

* SMILES: NCCCC[C@H]1COS(=O)(=O)O1.ClC(Cl)Cl.ClC(Cl)Cl.ClC(Cl)Cl.ClC(Cl)Cl.ClC(Cl)Cl.ClC(Cl)Cl
* total charge: 0

XYZ file:
```
55
C12H19Cl18NO4S wB97M-V/def2-TZVPD
N -2.62 -0.15 -1.43
C -1.64 0.66 -0.68
C -0.20 0.16 -0.93
C 0.52 -0.45 0.27
C 1.14 0.52 1.27
C 0.22 1.55 1.89
C 0.80 2.31 3.10
O 1.26 3.58 2.59
S 0.84 3.81 1.09
O 0.11 5.01 1.02
O 1.97 3.62 0.27
O -0.15 2.59 0.97
H -3.22 -0.65 -0.79
H -3.24 0.46 -1.96
H -1.87 0.61 0.39
H -1.73 1.70 -0.96
H 0.41 0.97 -1.33
H -0.28 -0.59 -1.70
H 1.35 -1.04 -0.12
H -0.13 -1.16 0.79
H 1.98 1.04 0.82
H 1.53 -0.05 2.11
H -0.70 1.07 2.22
H 0.04 2.51 3.84
H 1.65 1.80 3.54
C 2.43 -2.23 -3.61
Cl 1.44 -3.07 -2.42
Cl 2.17 -0.48 -3.52
Cl 4.14 -2.62 -3.41
H 2.12 -2.56 -4.59
C 0.48 -0.42 -7.18
Cl 0.91 -2.13 -7.06
Cl -0.17 -0.06 -8.78
Cl -0.64 0.04 -5.91
H 1.39 0.16 -7.05
C -5.50 -3.23 -1.27
Cl -4.97 -2.27 -2.64
Cl -4.64 -2.72 0.18
Cl -7.24 -3.16 -1.06
H -5.22 -4.26 -1.47
C 2.39 -2.69 2.48
Cl 0.99 -1.91 3.24
Cl 1.86 -3.83 1.25
Cl 3.50 -1.50 1.82
H 2.91 -3.24 3.25
C -2.04 -4.20 3.11
Cl -1.74 -5.02 1.57
Cl -2.58 -2.54 2.84
Cl -3.21 -5.09 4.08
H -1.11 -4.16 3.65
C 2.78 6.62 3.18
Cl 3.37 8.09 2.42
Cl 4.03 5.39 3.24
Cl 2.16 6.95 4.80
H 1.95 6.24 2.59
```

=====

Entry 4:
The following is a DFT calculation (wB97M-V/def2-TZVPD) of an isolated molecule of C11H22N2O3.

* SMILES: CC[C@H](C)[C@H](NC(=O)[C@@H](N)C(C)C)C(=O)O
* total charge: 0

XYZ file:
```
38
C11H22N2O3 wB97M-V/def2-TZVPD
C 1.05 0.88 -0.39
C -0.51 1.39 -0.55
C 1.98 1.71 0.36
C 3.16 0.89 0.66
C 2.52 3.01 -0.38
C -1.45 -0.47 0.99
C -0.42 -0.55 2.06
C -1.42 -1.73 0.14
C -1.20 -3.04 0.87
C -2.72 -1.86 -0.89
C -2.62 -1.16 -2.21
H 2.42 0.59 -1.81
H 1.12 1.46 -2.30
H 1.17 -0.10 0.09
H 1.63 2.05 1.39
H 3.42 0.28 -0.10
H 4.06 1.56 1.03
H 3.08 0.08 1.34
H 3.05 3.62 0.48
H 3.26 2.81 -1.30
H 1.66 3.55 -0.71
H -2.34 1.34 0.32
H -2.45 -0.44 1.43
H -0.63 -1.63 -0.53
H -1.16 -3.95 0.33
H -0.25 -3.05 1.51
H -2.01 -3.12 1.58
H -3.53 -1.48 -0.24
H -2.84 -2.90 -1.03
H -2.39 -1.80 -3.00
H -1.81 -0.37 -2.09
H -3.49 -0.53 -2.44
H 0.44 0.11 3.25
N 1.42 0.65 -1.85
N -1.50 0.77 0.26
O -0.88 2.25 -1.34
O 0.66 -1.04 1.99
O -0.50 0.22 3.07
```

=====

Entry 5:
The following is a DFT calculation (wB97M-V/def2-TZVPD) of a cluster of 2 separate species, C17H13BrIO2 in total.

* total charge: -1

XYZ file:
```
34
C17H13BrIO2 wB97M-V/def2-TZVPD
C -4.58 0.17 0.82
C -3.35 0.27 1.77
I -3.75 1.71 3.36
C -2.08 0.70 0.97
C -1.06 -0.42 0.80
C -1.42 -1.77 0.83
C -0.52 -2.79 0.64
C 0.82 -2.53 0.40
C 1.20 -1.20 0.36
C 0.28 -0.16 0.56
C 0.81 1.25 0.45
O 0.51 2.16 1.20
C 1.81 1.45 -0.68
C 1.82 2.55 -1.51
C 2.78 2.58 -2.51
C 3.71 1.58 -2.68
C 3.69 0.47 -1.84
C 2.73 0.42 -0.86
C 2.62 -0.79 0.07
O 3.60 -1.33 0.54
H -4.28 -0.01 -0.22
H -5.17 -0.69 1.15
H -5.17 1.09 0.91
H -3.24 -0.69 2.27
H -1.64 1.55 1.50
H -2.37 1.08 -0.02
H -2.46 -2.05 0.98
H -0.83 -3.83 0.65
H 1.59 -3.35 0.23
H 1.08 3.34 -1.39
H 2.80 3.43 -3.20
H 4.45 1.58 -3.47
H 4.39 -0.36 -1.92
Br 1.24 -5.41 -0.17
```

=====

Entry 6:
The following is a DFT calculation (wB97M-V/def2-TZVPD) of an isolated molecule of C12H24O6Si.

* SMILES: CC(=O)O[Si](OC(C)=O)(OC(C)(C)C)OC(C)(C)C
* total charge: 0

XYZ file:
```
43
C12H24O6Si wB97M-V/def2-TZVPD
O -1.60 3.16 -2.72
O 1.46 0.58 -2.73
O -1.24 1.53 -1.17
O 0.42 -0.66 -1.15
O 0.74 1.40 0.71
O -1.33 -0.29 0.82
C -0.84 2.57 -1.95
C 1.16 -0.49 -2.26
C 0.61 3.01 -1.84
C 1.65 -1.74 -2.90
C 0.87 -0.12 2.67
C 2.38 1.86 2.42
C 2.69 0.00 0.88
C -2.96 -1.70 1.77
C -3.35 -0.52 -0.46
C -1.70 -2.37 -0.41
C 1.61 0.78 1.65
C -2.31 -1.22 0.47
Si -0.30 0.52 -0.25
H 0.70 4.00 -1.38
H 1.08 3.07 -2.82
H 1.20 2.34 -1.25
H 0.97 -2.54 -2.61
H 2.66 -1.96 -2.61
H 1.53 -1.69 -3.97
H 0.22 -0.84 2.15
H 1.57 -0.66 3.31
H 0.27 0.52 3.32
H 3.03 1.45 3.16
H 2.99 2.41 1.71
H 1.66 2.52 2.88
H 3.44 -0.41 1.57
H 3.23 0.62 0.16
H 2.28 -0.84 0.40
H -3.35 -0.90 2.41
H -3.81 -2.31 1.56
H -2.23 -2.22 2.42
H -2.84 -0.19 -1.35
H -4.18 -1.13 -0.77
H -3.73 0.38 0.05
H -1.28 -1.98 -1.33
H -0.92 -2.91 0.13
H -2.47 -3.06 -0.68
```

=====

Entry 7:
The following is a DFT calculation (wB97M-V/def2-TZVPD) of a structure of composition C4H7O2Tl.

* total charge: 0

XYZ file:
```
14
C4H7O2Tl wB97M-V/def2-TZVPD
C 0.59 -0.32 1.41
C 0.95 0.27 0.06
C -0.36 0.49 -0.62
C -0.94 -0.43 -1.45
O -2.06 -0.30 -2.10
Tl -4.05 0.80 -2.93
H -0.07 0.35 1.99
H 0.10 -1.30 1.30
H 1.58 -0.44 -0.50
H 1.50 1.22 0.22
H -0.85 1.47 -0.50
H -0.43 -1.41 -1.54
O 1.79 -0.61 2.26
H 2.24 0.22 2.42
```

=====

Entry 8:
The following is a DFT calculation (wB97M-V/def2-TZVPD) of a structure of composition C32H28BrMnN4O3S2.

* total charge: 0
* 2S+1: 5

XYZ file:
```
71
C32H28BrMnN4O3S2 wB97M-V/def2-TZVPD
Mn 0.46 -1.14 -0.62
C -1.68 -1.83 -2.85
C -2.18 -1.15 -1.62
N -1.47 -1.30 -0.51
N -2.12 -1.13 0.69
C -1.36 -0.84 1.68
S 0.38 -0.67 1.63
S -2.07 -0.67 3.29
C -3.72 0.01 2.91
C -3.86 1.45 3.29
C -3.39 2.46 2.45
C -3.51 3.79 2.83
C -4.10 4.13 4.04
C -4.57 3.13 4.88
C -4.45 1.79 4.50
C -3.34 -0.32 -1.64
C -4.48 -0.67 -2.39
C -5.58 0.13 -2.45
C -5.55 1.38 -1.77
C -4.44 1.80 -1.10
C -3.24 0.99 -1.02
O -2.19 1.45 -0.51
H -1.30 -2.83 -2.64
H -0.86 -1.26 -3.30
H -2.47 -1.87 -3.60
H -4.43 -0.61 3.46
H -3.88 -0.17 1.84
H -2.92 2.19 1.51
H -3.15 4.56 2.17
H -4.20 5.17 4.33
H -5.03 3.38 5.83
H -4.82 1.01 5.16
H -4.51 -1.64 -2.88
H -6.47 -0.18 -2.98
H -6.42 2.02 -1.80
H -4.41 2.76 -0.61
O 0.16 -3.77 0.58
C 1.25 -4.58 0.47
C 1.41 -5.67 1.32
C 2.53 -6.48 1.23
C 3.50 -6.22 0.27
C 3.33 -5.13 -0.57
C 2.23 -4.29 -0.49
C 2.20 -3.10 -1.43
O 0.96 -2.58 -1.72
N 3.07 -2.01 -0.83
N 2.47 -0.79 -0.88
C 3.11 0.30 -1.07
C 2.44 1.58 -1.18
Br 0.53 1.51 -1.18
C 3.00 2.79 -1.31
C 4.39 3.28 -1.25
C 4.57 4.62 -1.59
C 5.82 5.21 -1.58
C 6.93 4.46 -1.21
C 6.77 3.13 -0.86
C 5.51 2.54 -0.88
H -0.35 -4.01 1.35
H 0.65 -5.87 2.07
H 2.63 -7.32 1.90
H 4.37 -6.86 0.18
H 4.07 -4.93 -1.33
H 2.69 -3.41 -2.36
H 4.04 -2.00 -1.12
H 4.18 0.24 -1.23
H 2.29 3.60 -1.49
H 3.71 5.21 -1.87
H 5.93 6.25 -1.84
H 7.91 4.91 -1.20
H 7.62 2.54 -0.56
H 5.44 1.52 -0.56
```

=====

It is found that the total energy values, taken in the order of the records, are -307.18968; -297.45974; -9505.94396; -767.48477; -3677.88394; -1212.78205; -479.51293; -6202.27591 a.u..
It is found that the strongest force on any atom values, taken in the order of the records, are 0.62; 1.09; 0.97; 4.58; 1.77; 3.28; 2.18; 0.76 eV/A.